Entry 1:
Molecular formula: C22H21CdClNOPS3
Method: DFT, ωB97M-V/def2-TZVPD

Values from the calculation:
HOMO	-6.63	eV
max |F|	0.20	eV/A
orbital gap	6.83	eV
ΔE to the lowest compared entry with this formula, charge and spin	1.1	kcal/mol

ORCA input file:
```
! RIJCOSX wB97M-V def2-TZVPD def2/J DEFGRID3
* xyz 0 1
Cd 1.588 1.346 -1.698
S 1.481 0.659 -6.122
C 1.551 1.085 -4.539
S 0.155 1.755 -3.693
S 3.038 0.864 -3.604
Cl 2.642 0.397 1.721
C 2.511 -1.323 1.490
C 3.339 -2.152 2.226
C 3.249 -3.524 2.048
C 2.340 -4.051 1.144
C 1.513 -3.208 0.418
C 1.579 -1.825 0.582
P 0.554 -0.691 -0.407
C -0.299 -1.750 -1.599
C -1.484 -2.420 -1.299
C -2.093 -3.207 -2.264
C -1.524 -3.324 -3.526
C -0.346 -2.657 -3.829
C 0.267 -1.868 -2.868
C -0.755 -0.117 0.718
C -1.657 0.813 0.200
C -2.685 1.303 0.989
C -2.811 0.880 2.307
C -1.910 -0.035 2.830
C -0.885 -0.536 2.037
H 4.046 -1.722 2.921
H 3.898 -4.178 2.615
H 2.274 -5.121 0.999
H 0.810 -3.623 -0.292
H -1.935 -2.318 -0.319
H -3.016 -3.723 -2.034
H -2.009 -3.931 -4.280
H 0.089 -2.725 -4.817
H 1.179 -1.335 -3.117
H -1.561 1.138 -0.833
H -3.393 2.009 0.573
H -3.617 1.259 2.923
H -2.008 -0.369 3.855
H -0.190 -1.258 2.449
C -1.180 5.190 1.208
N -0.250 4.078 1.197
C 0.016 3.412 2.460
C 0.336 3.676 0.075
O 1.162 2.759 0.023
H -2.146 4.866 1.598
H -1.317 5.566 0.196
H -0.801 5.998 1.835
H 0.568 4.074 3.130
H 0.597 2.513 2.273
H -0.929 3.136 2.928
H 0.016 4.213 -0.826
*
```

Electronic structure analysis, Mulliken charges in units of e:
1 Cd 0.8149
2 S -0.2806
3 C 0.1089
4 S -0.5177
5 S -0.4671
6 Cl -0.2226
7 C 0.8240
8 C -0.6274
9 C -0.4622
10 C -0.8044
11 C -0.3307
12 C -0.3630
13 P 0.7002
14 C 0.1190
15 C 0.1263
16 C -0.6890
17 C -0.4556
18 C -0.7587
19 C -0.3303
20 C 0.6785
21 C -0.6805
22 C -0.5471
23 C -0.6967
24 C -0.6419
25 C -0.3575
26 H 0.4619
27 H 0.3800
28 H 0.4083
29 H 0.3983
30 H 0.4334
31 H 0.4118
32 H 0.3902
33 H 0.4334
34 H 0.3533
35 H 0.4596
36 H 0.4887
37 H 0.3766
38 H 0.4213
39 H 0.4397
40 C -0.8720
41 N 0.2171
42 C -0.7681
43 C 0.1937
44 O -0.7573
45 H 0.3221
46 H 0.2792
47 H 0.3317
48 H 0.3509
49 H 0.0404
50 H 0.3380
51 H 0.3291

---

Entry 2:
Molecular formula: CH5NP2
Method: DFT, ωB97M-V/def2-TZVPD

Values from the calculation:
HOMO	-8.16	eV
max |F|	1.55	eV/A
orbital gap	9.15	eV
ΔE to the lowest compared entry with this formula, charge and spin	38.6	kcal/mol

ORCA input file:
```
! RIJCOSX wB97M-V def2-TZVPD def2/J DEFGRID3
* xyz 0 1
C -0.789 0.655 1.293
N -0.211 0.981 2.249
P -0.044 -1.010 -0.175
P 0.288 0.075 -2.005
H 0.377 1.107 3.043
H 0.339 -2.221 -0.784
H -1.385 -1.256 -0.432
H -0.185 1.285 -1.494
H 1.612 0.384 -1.695
*
```

Electronic structure analysis, Mulliken charges in units of e:
1 C -0.1504
2 N -0.1685
3 P -0.0879
4 P -0.0866
5 H 0.2870
6 H 0.0501
7 H 0.0661
8 H 0.0447
9 H 0.0457

---

Entry 3:
Molecular formula: C6H14N2O2
Method: DFT, ωB97M-V/def2-TZVPD

Values from the calculation:
HOMO	-9.34	eV
max |F|	4.01	eV/A
SMILES string	CNC(C)=O.CNC(C)=O
orbital gap	9.97	eV
ΔE to the lowest compared entry with this formula, charge and spin	40.0	kcal/mol

ORCA input file:
```
! RIJCOSX wB97M-V def2-TZVPD def2/J DEFGRID3
* xyz 0 1
C 1.227 0.103 2.450
N 1.775 0.764 1.269
C 2.226 -0.067 0.217
C 2.912 0.567 -0.896
O 1.752 -1.192 0.197
H 1.311 0.690 3.351
H 0.173 -0.043 2.208
H 1.701 -0.852 2.658
H 2.288 1.620 1.391
H 2.723 1.648 -0.960
H 3.972 0.300 -0.907
H 2.792 0.294 -1.945
C -1.891 -2.211 -0.799
N -1.704 -0.803 -0.448
C -2.329 0.144 -1.193
C -2.313 1.529 -0.668
O -2.907 -0.093 -2.240
H -2.126 -2.397 -1.841
H -0.984 -2.752 -0.556
H -2.708 -2.619 -0.202
H -1.297 -0.720 0.464
H -3.068 2.314 -0.765
H -2.079 1.765 0.381
H -1.448 2.011 -1.166
*
```

Electronic structure analysis, Mulliken charges in units of e:
1 C -0.7889
2 N -0.2320
3 C 0.8354
4 C -1.1736
5 O -0.6083
6 H 0.3869
7 H 0.1392
8 H 0.2684
9 H 0.2400
10 H 0.3053
11 H 0.2939
12 H 0.3413
13 C -0.9771
14 N -0.0518
15 C 0.6918
16 C -1.0213
17 O -0.6222
18 H 0.3460
19 H 0.3084
20 H 0.3220
21 H 0.1264
22 H 0.3369
23 H 0.2905
24 H 0.2427